1.
Entry from OMol25: C29H50AlB2BrCaClI2KO17P as an isolated structure at a distorted geometry (ωB97M-V/def2-TZVPD).

Output
Largest force on an atom (eV Å⁻¹): 5.9
Multiplicity: 1
Total charge: +1
Energy (eV): -216436.637
HOMO level (eV): -8.027
HOMO-LUMO gap (eV): 0.7811

CARTESIAN COORDINATES (ANGSTROEM)
C 4.852 0.720 1.391
C 5.156 -0.559 0.597
C 4.058 -0.962 -0.369
C 2.798 -1.491 0.321
C 2.963 -2.865 1.020
C 1.831 -3.021 2.047
C 0.478 -3.457 1.415
C -0.638 -2.414 1.720
C -2.009 -3.045 2.021
C -3.004 -2.926 0.853
C -4.454 -3.134 1.399
C -5.242 -1.824 1.560
C -6.291 -1.650 0.443
C -7.588 -0.979 0.910
B -7.635 0.560 0.616
I -9.495 1.410 0.079
P -6.072 1.707 0.759
O -6.681 3.001 1.569
I -5.658 2.596 -1.483
H 4.414 0.517 2.365
H 4.218 1.414 0.844
H 5.812 1.189 1.587
H 6.067 -0.371 0.030
H 5.390 -1.351 1.308
H 4.443 -1.816 -0.946
H 3.817 -0.183 -1.096
H 2.433 -0.770 1.046
H 2.027 -1.631 -0.439
H 3.906 -2.816 1.570
H 2.960 -3.680 0.286
H 2.099 -3.746 2.814
H 1.713 -2.057 2.530
H 0.175 -4.414 1.832
H 0.640 -3.508 0.339
H -0.702 -1.733 0.877
H -0.316 -1.910 2.625
H -1.915 -4.096 2.313
H -2.454 -2.478 2.838
H -2.927 -1.958 0.374
H -2.837 -3.721 0.113
H -4.382 -3.578 2.417
H -5.004 -3.870 0.776
H -5.739 -1.825 2.526
H -4.538 -0.996 1.544
H -5.837 -1.158 -0.415
H -6.557 -2.654 0.106
H -8.412 -1.431 0.362
H -7.815 -1.139 1.967
H -7.587 2.819 1.852
Al -4.048 -5.535 1.506
O -12.682 0.588 -4.300
Cl -11.943 1.142 -3.200
O -11.501 2.477 -3.532
O -10.780 0.312 -2.925
O -12.776 1.192 -2.017
O 9.861 -0.677 1.057
C 9.015 -0.434 1.899
C 8.594 1.413 1.616
O 7.744 1.667 2.455
H 9.280 -0.414 2.970
H 8.005 -0.885 1.814
H 8.313 1.436 0.544
H 9.581 1.906 1.672
C -11.048 -2.328 -4.854
O -12.108 -2.310 -3.916
H -10.887 -1.305 -5.180
H -10.126 -2.706 -4.395
H -11.302 -2.948 -5.721
H -12.262 -3.210 -3.620
C 8.889 -2.800 -2.568
C 7.906 -2.308 -1.528
O 7.594 -0.929 -1.746
H 9.802 -2.211 -2.519
H 9.134 -3.850 -2.411
H 8.482 -2.686 -3.578
H 8.319 -2.412 -0.528
H 6.969 -2.897 -1.562
H 7.228 -0.833 -2.638
K 3.976 -5.320 -0.221
B 2.677 3.414 -2.652
O 2.441 4.581 -3.497
C 2.654 5.687 -2.778
O 2.548 6.806 -3.163
C 3.054 5.253 -1.364
O 3.314 5.964 -0.440
O 3.061 3.921 -1.324
O 1.478 2.542 -2.550
C 1.786 1.346 -2.999
O 1.062 0.391 -3.047
C 3.257 1.364 -3.439
O 3.860 0.419 -3.895
O 3.751 2.547 -3.227
C -0.033 5.833 3.534
C -1.033 4.868 3.524
C -1.042 3.888 2.540
C -0.050 3.859 1.568
C 0.957 4.818 1.572
C 0.927 5.771 2.556
H -0.016 6.607 4.290
H -1.802 4.889 4.283
H -1.829 3.146 2.529
H -0.054 3.096 0.801
H 1.738 4.813 0.823
H 1.801 6.602 2.551
Ca 5.196 -2.322 -2.467
Br 2.606 8.044 2.485

Cartesian forces (eV/Å) of the 3 atoms listed first:
C 0.299 -0.223 -0.050
C 0.131 0.757 0.005
C -0.128 -0.555 0.621

***

2.
Entry from OMol25: a 8-piece molecular cluster, C8H32N16O8 overall at a distorted geometry (ωB97M-V/def2-TZVPD).

Output
Energy above the lowest of the compared OMol25 structures with the same formula, charge and spin (eV): 0.986
Largest force on an atom (eV Å⁻¹): 1.8
SMILES string: NC(N)=O.NC(N)=O.NC(N)=O.NC(N)=O.NC(N)=O.NC(N)=O.NC(N)=O.NC(N)=O
Multiplicity: 1
Energy (eV): -49045.591
HOMO level (eV): -9.258
HOMO-LUMO gap (eV): 9.1137

CARTESIAN COORDINATES (ANGSTROEM)
N -5.449 1.912 1.023
C -5.561 1.581 -0.297
N -6.717 0.953 -0.618
O -4.670 1.825 -1.090
H -6.186 1.656 1.655
H -4.688 2.437 1.415
H -7.485 0.716 -0.023
H -6.822 0.764 -1.599
N -0.576 -0.405 -0.177
C -0.890 0.660 0.644
N -2.124 1.169 0.422
O -0.148 1.002 1.567
H 0.384 -0.704 -0.140
H -1.028 -0.326 -1.079
H -2.383 2.053 0.839
H -2.726 0.761 -0.275
N 0.081 -3.693 -0.078
C -0.051 -4.926 -0.614
N -1.324 -5.220 -1.010
O 0.863 -5.727 -0.716
H -0.621 -2.976 -0.008
H 0.986 -3.399 0.269
H -1.568 -6.097 -1.425
H -1.877 -4.415 -1.253
N -1.421 -0.656 -5.134
C -1.295 -0.314 -3.820
N -0.017 -0.150 -3.400
O -2.256 -0.139 -3.090
H -0.611 -0.769 -5.714
H -2.326 -0.831 -5.526
H 0.266 0.322 -2.563
H 0.742 -0.540 -3.928
N 3.522 2.186 4.629
C 2.446 1.598 4.026
N 2.154 2.115 2.790
O 1.758 0.764 4.577
H 4.036 2.887 4.130
H 3.885 1.763 5.461
H 1.312 1.767 2.334
H 2.771 2.822 2.439
N 3.942 0.363 -2.207
C 3.084 -0.679 -2.329
N 3.391 -1.533 -3.339
O 2.121 -0.840 -1.595
H 4.694 0.554 -2.844
H 3.828 1.045 -1.479
H 2.720 -2.244 -3.574
H 4.219 -1.452 -3.899
N -0.919 3.591 2.576
C -2.186 4.019 2.723
N -2.334 5.230 3.338
O -3.130 3.382 2.270
H -0.128 4.035 3.010
H -0.718 2.648 2.244
H -1.523 5.811 3.432
H -3.251 5.635 3.298
N 2.869 -2.471 0.770
C 4.182 -2.893 0.932
N 4.870 -2.937 -0.235
O 4.643 -3.289 1.976
H 2.677 -1.929 -0.070
H 2.458 -2.060 1.598
H 5.686 -3.514 -0.110
H 4.419 -2.898 -1.130

Cartesian forces (eV/Å) of the 3 atoms listed first:
N -0.750 -0.282 0.376
C 0.790 0.604 1.494
N -0.452 -0.457 -1.297

***

3.
Entry from OMol25: C45H64N2P2PtSSi2Te as an isolated structure (ωB97M-V/def2-TZVPD).

Output
Energy above the lowest of the compared OMol25 structures with the same formula, charge and spin (eV): 0.052
Largest force on an atom (eV Å⁻¹): 0.2
Expectation value of S²: 6.0164
Multiplicity: 5
Total charge: +4
Energy (eV): -106356.816
HOMO level (spin up / spin down) (eV): -16.654 / -18.139
HOMO-LUMO gap (spin up / spin down) (eV): 7.7218 / 4.9419

CARTESIAN COORDINATES (ANGSTROEM)
Pt -0.162 -0.358 -0.315
C 1.633 7.428 3.860
S 0.834 5.998 3.184
C 1.414 5.967 1.489
C 0.851 4.802 0.674
C 1.423 3.450 1.088
N 0.878 2.309 0.329
P 1.787 0.854 0.152
C 2.719 0.553 1.649
C 3.955 1.164 1.885
C 4.633 0.914 3.067
C 4.088 0.055 4.015
C 2.862 -0.558 3.787
C 2.182 -0.313 2.606
C 2.950 1.132 -1.180
C 4.069 0.300 -1.295
C 4.933 0.448 -2.368
C 4.689 1.422 -3.330
C 3.576 2.246 -3.223
C 2.701 2.095 -2.157
P -0.749 1.821 0.240
C -1.485 2.351 1.791
C -0.856 1.939 2.971
C -1.346 2.346 4.199
C -2.473 3.159 4.262
C -3.099 3.576 3.095
C -2.608 3.180 1.859
C -1.637 2.657 -1.090
C -1.054 3.596 -1.936
C -1.800 4.185 -2.950
C -3.134 3.837 -3.126
C -3.720 2.884 -2.294
C -2.974 2.292 -1.285
H 1.329 7.515 4.901
H 1.317 8.309 3.292
H 2.718 7.317 3.772
H 2.508 6.001 1.509
H 1.082 6.927 1.073
H 1.113 5.012 -0.364
H -0.241 4.805 0.736
H 1.257 3.279 2.159
H 2.504 3.448 0.930
H 4.395 1.818 1.142
H 5.595 1.377 3.245
H 4.629 -0.146 4.931
H 2.450 -1.236 4.523
H 1.236 -0.811 2.414
H 4.281 -0.450 -0.541
H 5.806 -0.186 -2.449
H 5.374 1.542 -4.159
H 3.399 3.012 -3.967
H 1.834 2.739 -2.075
H 0.019 1.297 2.930
H -0.861 2.019 5.111
H -2.866 3.465 5.224
H -3.976 4.208 3.146
H -3.101 3.525 0.961
H -0.013 3.868 -1.815
H -1.345 4.929 -3.592
H -3.724 4.319 -3.896
H -4.764 2.623 -2.417
H -3.442 1.556 -0.638
C -0.354 1.282 -4.383
N -1.754 0.758 -4.363
C -2.198 0.393 -5.745
C -1.958 -0.359 -3.343
C -0.782 -1.283 -3.251
C -0.594 -2.256 -4.231
C 0.542 -3.056 -4.240
C 1.512 -2.878 -3.263
C 1.320 -1.932 -2.264
C 0.155 -1.159 -2.213
H -0.341 2.192 -4.978
H 0.292 0.531 -4.829
H -0.037 1.483 -3.363
H -2.353 1.525 -4.043
H -1.534 -0.376 -6.130
H -2.135 1.277 -6.374
H -3.223 0.032 -5.709
H -2.875 -0.871 -3.632
H -2.113 0.142 -2.392
H -1.349 -2.403 -4.996
H 0.674 -3.799 -5.016
H 2.418 -3.471 -3.278
H 2.091 -1.813 -1.512
C -1.394 -6.990 -2.173
Si -0.461 -6.131 -0.824
C -0.880 -6.767 0.876
C 1.380 -6.081 -1.097
C -1.045 -4.262 -0.944
Te -0.456 -3.157 0.711
C -2.165 -3.508 1.895
Si -1.909 -3.241 3.776
C -0.397 -4.215 4.261
C -1.611 -1.401 3.963
C -3.455 -3.811 4.616
H -1.065 -8.030 -2.247
H -1.227 -6.526 -3.148
H -2.468 -7.001 -1.975
H -0.523 -7.798 0.955
H -1.956 -6.794 1.061
H -0.394 -6.217 1.689
H 1.815 -7.066 -0.912
H 1.885 -5.380 -0.424
H 1.624 -5.805 -2.125
H -2.133 -4.202 -1.018
H -0.572 -3.822 -1.824
H -2.402 -4.552 1.670
H -2.963 -2.890 1.474
H 0.507 -3.934 3.711
H -0.554 -5.287 4.117
H -0.181 -4.069 5.323
H -0.948 -1.015 3.180
H -1.153 -1.167 4.927
H -2.549 -0.843 3.896
H -3.670 -4.859 4.395
H -4.325 -3.220 4.324
H -3.351 -3.730 5.701

Cartesian forces (eV/Å) of the 3 atoms listed first:
Pt -0.024 -0.057 -0.105
C -0.009 0.024 -0.014
S 0.017 -0.039 0.015